No. 1
51
Properties=species:S:1:pos:R:3:forces:R:3 method="wB97M-V/def2-TZVPD" multiplicity=2 orbital_gap_ha="0.232 / 0.235" charge=-1
Sc -0.051992 -0.159942 0.053508 0.8 0.0 -0.6
S 1.884539 1.232939 0.594063 -0.1 -0.1 0.1
Sb 2.767339 -0.947185 -0.019740 0.0 0.1 0.0
S 1.011353 -2.186545 1.132157 -0.1 0.0 0.3
S 1.371902 -1.049084 -1.939023 -0.2 0.1 0.1
Se -2.612766 -0.046382 0.910506 -0.4 0.1 0.0
P -3.040389 1.099014 -0.891366 0.2 -0.1 0.2
Se -1.247991 1.346631 -2.035829 -0.1 0.0 0.0
C -3.821218 2.679194 -0.440753 0.0 0.1 0.0
C -4.594950 2.795411 0.707913 0.0 0.0 0.1
C -5.251082 3.983659 0.985993 0.0 0.1 0.0
C -5.137400 5.063889 0.121421 0.0 -0.1 0.0
C -4.355510 4.954834 -1.018767 0.0 0.0 0.0
C -3.697392 3.767267 -1.297596 0.0 0.0 0.0
C -4.385691 0.331377 -1.840140 -0.1 -0.1 0.0
C -4.380221 0.349951 -3.227514 0.1 0.0 -0.1
C -5.457175 -0.164029 -3.935371 -0.1 0.0 0.0
C -6.542525 -0.700562 -3.259803 0.0 0.0 0.1
C -6.546428 -0.731710 -1.869977 0.0 0.0 -0.1
C -5.471294 -0.219798 -1.165196 0.0 0.0 0.1
H -4.664013 1.965809 1.400790 0.0 0.0 0.0
H -5.844098 4.069118 1.886608 0.0 0.0 0.0
H -5.650875 5.988523 0.345710 0.0 0.1 0.0
H -4.246091 5.796540 -1.689641 0.0 0.0 0.0
H -3.064686 3.684826 -2.173291 0.0 0.0 0.0
H -3.520163 0.750488 -3.751996 0.0 0.0 0.0
H -5.441676 -0.151456 -5.016473 0.0 0.0 0.0
H -7.382067 -1.103462 -3.810958 0.0 0.0 0.0
H -7.382433 -1.162472 -1.335371 0.0 0.0 0.0
H -5.462807 -0.268312 -0.081165 0.0 0.0 0.0
C -0.963936 -4.924813 7.294313 0.0 -0.1 0.1
C -0.595696 -3.833059 6.330255 0.0 0.1 -0.1
C 0.726455 -3.577671 5.997624 -0.1 0.1 -0.1
C 1.080505 -2.559205 5.114257 0.1 -0.1 0.1
C 2.541658 -2.339737 4.839030 0.0 0.1 -0.1
C 0.078978 -1.774830 4.522844 0.2 0.0 0.1
Se 0.585568 -0.343464 3.368476 0.0 0.0 -0.1
C -1.258585 -2.017026 4.856916 -0.2 0.0 0.0
C -2.381018 -1.211546 4.270679 0.0 0.0 -0.1
C -1.571779 -3.033101 5.749809 0.0 -0.1 0.1
H -0.088860 -5.513782 7.568464 0.0 0.0 0.0
H -1.701546 -5.605798 6.865337 0.0 0.0 0.0
H -1.394684 -4.522934 8.213844 0.0 0.0 0.0
H 1.512293 -4.179670 6.438623 0.0 0.0 0.0
H 3.134713 -3.031729 5.435856 0.1 0.0 0.0
H 2.846012 -1.316700 5.070049 -0.1 0.0 0.0
H 2.764551 -2.490788 3.782005 0.0 0.0 0.0
H -2.484669 -1.401701 3.199249 0.0 -0.1 0.1
H -2.217185 -0.137920 4.375609 0.0 0.0 0.0
H -3.318900 -1.480620 4.754805 -0.1 0.0 0.0
H -2.614680 -3.206540 5.997396 0.0 0.0 0.0



No. 2
53
Properties=species:S:1:pos:R:3:forces:R:3 method="wB97M-V/def2-TZVPD" multiplicity=3 orbital_gap_ha="0.273 / 0.201" e_above_lowest_ev=1.655 charge=0
Pd 0.268763 -0.027121 -0.130052 2.6 1.2 -0.2
Cl 5.249097 0.888760 -1.669568 0.0 -0.1 -0.1
C 4.350266 1.691810 -0.427538 -0.6 -0.2 0.0
C 4.973795 2.703130 0.292397 -0.2 0.3 0.4
C 4.302781 3.377168 1.285731 0.3 -0.2 -0.3
Cl 5.112411 4.630921 2.169403 0.1 0.1 0.1
C 2.968311 3.055328 1.596807 -0.2 -0.3 -0.2
C 2.198982 3.685690 2.596310 -0.2 -0.1 0.0
C 0.905800 3.288227 2.813151 0.2 0.1 0.0
C 0.367688 2.251144 2.037717 0.1 0.1 0.0
N 1.065919 1.647274 1.102428 -0.6 0.3 0.4
C 2.339170 2.016874 0.857342 0.6 0.4 0.1
C 3.022330 1.303539 -0.190695 0.3 0.3 0.1
O 2.421042 0.381461 -0.844614 -0.4 -0.4 -0.2
H 5.996519 2.943881 0.051424 0.1 0.1 0.1
H 2.647946 4.476690 3.178196 0.0 0.1 0.0
H 0.296991 3.758516 3.568725 0.0 0.0 0.1
H -0.649974 1.904584 2.176253 0.0 0.0 0.0
C 0.802093 -3.967993 0.719802 -0.1 0.6 0.1
As 1.321367 -2.301577 -0.238521 0.1 -1.1 -0.8
C 3.266774 -2.592578 -0.385043 -0.1 0.3 0.2
C 0.809779 -2.740927 -2.094430 0.0 -0.1 0.0
C 0.913884 -4.078641 -2.476993 0.1 0.1 0.2
C 0.553217 -4.511917 -3.739281 0.0 -0.1 0.0
C 0.111751 -3.591229 -4.668556 0.0 0.0 -0.1
C 0.031067 -2.257688 -4.313716 0.0 0.2 0.0
C 0.350390 -1.807362 -3.033839 -0.1 0.0 -0.1
As 0.097674 0.126134 -2.694601 0.3 -0.9 -0.7
C -1.419227 0.551391 -3.906535 0.0 0.1 0.6
C 1.580951 0.784887 -3.816494 0.0 0.2 0.4
H 1.375812 -4.844552 0.416135 0.0 0.2 -0.1
H -0.261072 -4.141195 0.557528 0.0 0.0 0.0
H 0.963038 -3.805825 1.789230 0.0 0.0 -0.1
H 3.506597 -3.595682 -0.741024 -0.2 0.0 0.0
H 3.736456 -2.433499 0.587116 -0.1 0.0 0.0
H 3.657591 -1.847774 -1.076131 0.0 0.0 0.0
H 1.286304 -4.809800 -1.769115 0.0 0.0 0.0
H 0.625699 -5.559202 -3.996816 0.0 -0.1 0.0
H -0.160668 -3.906166 -5.665794 0.0 0.0 -0.1
H -0.295606 -1.546724 -5.061900 0.0 0.0 0.0
H -1.189549 0.405799 -4.961691 0.2 -0.1 0.1
H -1.676348 1.603688 -3.759052 0.1 -0.1 0.0
H -2.280339 -0.052700 -3.625776 0.0 0.0 0.1
H 1.477354 0.461961 -4.853250 -0.2 -0.1 0.1
H 2.512294 0.404715 -3.400747 -0.1 0.0 0.0
H 1.612380 1.874652 -3.783558 0.0 0.0 0.0
Cl -4.458572 -0.624235 -1.310656 -0.2 0.1 -0.2
C -3.704404 -1.125593 0.214862 0.3 0.0 0.3
C -2.203559 -0.833208 0.145284 -0.9 -1.0 -0.6
O -1.726337 -0.018385 0.955032 0.2 0.7 0.6
O -1.524986 -1.420164 -0.723370 -1.3 -0.7 -0.2
H -3.880839 -2.196992 0.317821 0.1 0.1 0.1
H -4.163265 -0.562721 1.027216 0.0 -0.1 -0.1



No. 3
61
Properties=species:S:1:pos:R:3:forces:R:3 method="wB97M-V/def2-TZVPD" multiplicity=2 orbital_gap_ha="0.268 / 0.128" e_above_lowest_ev=0.417 charge=+2
Ba -0.429803 -0.558880 0.801749 0.8 -0.6 -0.2
C 3.097724 2.190484 -1.127890 0.0 0.0 0.0
C 2.717982 1.039227 -0.442655 0.0 0.0 -0.1
N 1.516020 1.185936 0.125293 -0.1 0.2 -0.1
N 1.103528 2.443232 -0.184019 0.3 0.1 0.2
C 2.043792 3.061170 -0.930378 -0.1 0.0 -0.1
B -0.245401 2.986472 0.420420 -0.1 0.0 0.0
N -0.323296 2.572416 1.932386 0.0 0.1 0.1
C 0.104707 3.375455 2.930656 0.0 0.0 -0.1
C 0.008414 2.697675 4.125313 0.0 0.0 0.0
C -0.491469 1.448096 3.767297 0.0 0.0 0.0
N -0.689647 1.368680 2.449855 -0.1 0.4 0.1
N -1.442455 2.428057 -0.436033 -0.1 0.1 -0.1
C -2.147412 3.147348 -1.333188 0.0 0.0 0.0
C -3.024461 2.308147 -1.990249 0.0 0.0 0.0
C -2.785510 1.057572 -1.428478 0.0 0.0 0.0
N -1.827216 1.128000 -0.500127 -0.1 0.3 -0.2
N -0.368751 4.494923 0.392189 0.0 -0.1 0.1
C -1.416382 5.186849 0.928754 0.0 -0.2 0.0
C -1.187824 6.517415 0.730123 0.1 0.1 -0.1
C 0.049105 6.556915 0.050134 0.0 0.0 0.0
N 0.535532 5.346661 -0.149116 -0.1 0.1 0.0
H 4.015880 2.391648 -1.652228 0.0 0.0 0.0
H 3.281175 0.128853 -0.280626 0.0 0.1 0.0
H 1.901189 4.083793 -1.233110 0.0 0.0 0.0
H 0.442309 4.378062 2.725688 0.0 0.0 0.0
H 0.253593 3.060584 5.108194 0.0 0.0 0.0
H -0.727551 0.607743 4.403441 0.0 0.0 0.0
H -1.982921 4.206048 -1.442922 0.0 0.0 0.0
H -3.740060 2.573764 -2.748801 0.0 0.0 0.0
H -3.270198 0.114263 -1.636263 0.0 0.0 0.0
H -2.233890 4.674659 1.413096 0.0 0.0 0.0
H -1.811309 7.341969 1.030096 0.0 0.0 0.0
H 0.600054 7.417100 -0.297081 0.0 0.0 0.0
C 4.297511 -4.010424 -3.251212 0.0 0.0 0.0
C 3.248857 -3.007710 -3.530397 0.1 0.0 0.0
N 2.958430 -2.525480 -4.721608 0.0 0.0 0.0
N 1.984795 -1.648440 -4.515020 -0.1 0.1 0.0
C 1.600911 -1.558391 -3.232980 0.1 0.0 -0.1
S 0.387714 -0.579290 -2.623861 -0.1 0.2 0.1
N 2.434016 -2.432663 -2.598739 -0.1 -0.1 0.1
N 2.401814 -2.649681 -1.223031 0.1 0.0 0.0
H 4.822823 -4.229439 -4.177109 0.0 0.0 0.0
H 3.862443 -4.936788 -2.870206 0.0 0.0 0.0
H 5.010903 -3.632997 -2.516905 0.0 0.0 0.0
H 1.593225 -1.123969 -5.290061 0.0 0.0 0.0
H 3.172095 -2.140689 -0.796311 0.0 0.0 0.0
H 2.526074 -3.641644 -1.047509 0.0 0.0 0.0
Se -2.624841 -1.853065 3.112205 -0.1 -0.3 0.0
N -1.805862 -2.636625 1.684800 -0.5 -0.4 0.5
C -2.074193 -3.928357 1.766007 0.0 0.0 0.0
C -1.643141 -4.917021 0.829441 0.0 0.0 0.0
C -1.993561 -6.206384 1.043319 0.0 0.0 0.0
C -2.777827 -6.613440 2.178853 0.0 0.0 0.0
C -3.212423 -5.718500 3.089507 0.0 0.0 0.1
C -2.872025 -4.339022 2.905550 0.0 0.0 0.0
N -3.242764 -3.381887 3.726671 0.0 0.1 0.0
H -1.066656 -4.620578 -0.037036 0.0 0.0 0.0
H -1.686176 -6.969286 0.339839 0.0 0.0 0.0
H -3.019724 -7.662055 2.286266 0.0 0.0 0.0
H -3.807864 -5.996506 3.948009 0.0 0.0 0.0



Let's list total energy in order: -10554.34305; -7073.88843; -4429.56431 hartree.